A 2-piece molecular cluster, C2H4INS overall at a distorted geometry. Source: OMol25; level of theory: ωB97M-V/def2-TZVPD.

Bonds (Å) are listed after each position.
Positions of all 9 atoms, in Å:
1 C -0.7024 0.4945 0.4336  N2 1.424, H5 1.145, H6 1.127, H7 1.041
2 N 0.6584 0.8825 0.5929  C1 1.424, C3 1.191
3 C 1.5354 0.7628 1.3896  N2 1.191, S4 1.531
4 S 2.8461 0.8811 2.1726  C3 1.531
5 H -0.7234 -0.5830 0.0468  C1 1.145
6 H -1.3929 0.6366 1.3135  C1 1.127
7 H -1.0890 0.9816 -0.4008  C1 1.041
8 I 2.4104 -1.5089 -2.0678  H9 1.666
9 H 2.8961 0.0522 -1.7489  I8 1.666

## Properties
Highest occupied orbital energy (eV): -9.21
Frontier orbital gap (eV): 9.537
Molecular weight (g mol⁻¹): 201.032
E_LUMO (eV): 0.32
Total charge: 0
Strongest force on any atom (eV Å⁻¹): 2.5
Total energy (eV): -22563.879

Löwdin atomic charge list, values in e, 2 entries:
1. C -0.11
2. N -0.02